{
  "formula": "C3H6O2",
  "method": "ωB97M-V with the def2-TZVPD basis set",
  "elements": ["O", "C", "H", "H", "C", "C", "O", "H", "H", "H", "H"],
  "coordinates": [[-2.1900, 0.8142, -1.3858], [-2.4137, -0.0345, -0.5408], [-1.9446, -1.0317, -0.5679], [-3.1408, 0.0838, 0.2355], [2.1008, -0.3620, 0.9317], [1.3473, 0.1803, -0.0481], [0.0063, 0.3968, 0.2170], [3.0218, -0.8544, 0.6006], [2.0930, -0.0781, 2.0005], [1.7983, 0.2757, -1.0162], [-0.6786, 0.6098, -0.4265]],
  "atomic_forces_ev_per_a": [[-0.22, -0.63, 0.91], [-0.43, -0.38, -1.67], [0.18, 0.14, -0.07], [-0.67, 0.47, 0.76], [1.07, 1.14, -0.26], [-1.04, -1.59, 1.60], [1.10, 0.55, 0.94], [-0.03, 0.71, 0.13], [-0.93, -0.91, -0.61], [-0.68, -0.13, -0.82], [1.66, 0.64, -0.91]],
  "lumo_ev": 0.20,
  "spin_multiplicity": 1,
  "de_lowest_kcal_mol": 77.5,
  "smiles": "C=CO.C=O",
  "homo_lumo_gap_ev": 8.85,
  "homo_ev": -8.65,
  "charge": 0
}

---

{
  "formula": "C36H90O18",
  "method": "ωB97M-V with the def2-TZVPD basis set",
  "elements": ["C", "O", "C", "C", "O", "C", "H", "H", "H", "H", "H", "H", "H", "H", "H", "H", "C", "O", "C", "C", "O", "C", "H", "H", "H", "H", "H", "H", "H", "H", "H", "H", "C", "O", "C", "C", "O", "C", "H", "H", "H", "H", "H", "H", "H", "H", "H", "H", "C", "O", "C", "C", "O", "C", "H", "H", "H", "H", "H", "H", "H", "H", "H", "H", "C", "O", "C", "C", "O", "C", "H", "H", "H", "H", "H", "H", "H", "H", "H", "H", "C", "O", "C", "C", "O", "C", "H", "H", "H", "H", "H", "H", "H", "H", "H", "H", "C", "O", "C", "C", "O", "C", "H", "H", "H", "H", "H", "H", "H", "H", "H", "H", "C", "O", "C", "C", "O", "C", "H", "H", "H", "H", "H", "H", "H", "H", "H", "H", "C", "O", "C", "C", "O", "C", "H", "H", "H", "H", "H", "H", "H", "H", "H", "H"],
  "coordinates": [[-21.0472, -21.4461, 25.4470], [-20.1926, -21.6655, 24.4083], [-20.8324, -21.6287, 23.1005], [-19.8920, -21.4434, 21.9951], [-20.4740, -21.0900, 20.7240], [-19.6087, -21.3638, 19.6519], [-21.6977, -22.3203, 25.4731], [-21.6000, -20.5074, 25.4097], [-20.6587, -21.5211, 26.4626], [-21.4879, -20.7659, 22.9823], [-21.6013, -22.3877, 22.9559], [-19.4296, -22.3957, 21.7351], [-19.1268, -20.7304, 22.3020], [-19.3265, -22.4131, 19.5663], [-18.6101, -20.9272, 19.6680], [-20.0929, -21.1785, 18.6931], [-23.5356, -15.2879, 32.5776], [-23.9214, -16.7241, 32.8263], [-23.2041, -17.7009, 32.1142], [-21.7685, -17.7936, 32.7957], [-21.8559, -18.2789, 34.0880], [-22.8386, -19.2458, 34.4135], [-24.1769, -14.5908, 33.1168], [-23.5127, -15.0543, 31.5131], [-22.5391, -15.2612, 33.0183], [-23.2036, -17.4533, 31.0526], [-23.6462, -18.6838, 32.2774], [-21.2396, -16.8434, 32.7212], [-21.3798, -18.5745, 32.1422], [-23.8514, -18.8984, 34.2097], [-22.8526, -19.4465, 35.4848], [-22.5643, -20.1971, 33.9576], [-25.6372, -16.3163, 25.1039], [-26.2625, -15.4134, 24.1760], [-25.4035, -14.5760, 23.5012], [-26.2454, -13.4292, 22.8371], [-27.0545, -13.8484, 21.7589], [-27.9141, -12.7655, 21.2661], [-25.0594, -15.7958, 25.8676], [-25.1011, -17.0412, 24.4914], [-26.4656, -16.8841, 25.5275], [-24.8132, -15.1082, 22.7552], [-24.7531, -14.0923, 24.2300], [-25.6280, -12.5708, 22.5723], [-26.8488, -13.0013, 23.6376], [-27.3063, -11.8916, 21.0316], [-28.6328, -12.3868, 21.9928], [-28.3915, -12.9136, 20.2975], [-14.3928, -18.2669, 31.9052], [-13.0683, -17.8151, 31.9393], [-12.2741, -18.1590, 33.0453], [-10.9149, -17.4348, 33.0040], [-11.1800, -16.0440, 33.0052], [-10.0806, -15.1583, 32.9093], [-14.3810, -19.3553, 31.8466], [-14.8952, -17.7562, 31.0837], [-14.8495, -17.8502, 32.8029], [-12.0707, -19.2258, 33.1387], [-12.7024, -17.8375, 33.9946], [-10.3413, -17.7375, 32.1280], [-10.3481, -17.7762, 33.8702], [-9.3518, -15.3096, 33.7055], [-10.3945, -14.1242, 33.0512], [-9.5947, -15.1722, 31.9337], [-13.9744, -12.1451, 35.1738], [-14.5943, -13.2252, 34.3894], [-13.6644, -13.8791, 33.4648], [-14.3002, -14.9670, 32.7258], [-15.6475, -14.8927, 32.2082], [-15.8484, -13.8780, 31.2051], [-13.1616, -12.4755, 35.8205], [-14.7864, -11.7714, 35.7975], [-13.7249, -11.3276, 34.4974], [-12.7959, -14.2841, 33.9842], [-13.2173, -13.0491, 32.9177], [-14.3631, -15.8302, 33.3883], [-13.5732, -15.2659, 31.9708], [-16.8776, -13.9814, 30.8615], [-15.1660, -14.1434, 30.3976], [-15.6870, -12.9454, 31.7458], [-18.0696, -16.5351, 31.0086], [-19.3730, -16.4622, 30.4585], [-19.5671, -17.0591, 29.1458], [-21.0077, -17.3909, 29.0306], [-21.4019, -18.2200, 27.9646], [-21.6685, -17.5593, 26.7696], [-17.6154, -17.5010, 31.2295], [-18.0435, -16.0466, 31.9827], [-17.3574, -15.9921, 30.3873], [-18.9440, -17.9421, 29.0035], [-19.1999, -16.3242, 28.4294], [-21.7148, -16.6031, 29.2905], [-21.2419, -17.9888, 29.9114], [-20.8653, -16.8596, 26.5384], [-22.4653, -16.8194, 26.8444], [-21.8727, -18.1997, 25.9115], [-20.7588, -13.4852, 28.5814], [-21.3710, -13.8984, 27.3162], [-22.4952, -13.1601, 26.8804], [-23.8133, -13.1312, 27.7947], [-25.0145, -13.0224, 27.1078], [-25.1890, -11.8264, 26.4512], [-19.8663, -14.1109, 28.5802], [-21.3438, -13.6196, 29.4912], [-20.4526, -12.4392, 28.5643], [-22.7014, -13.5613, 25.8881], [-22.2429, -12.1110, 26.7262], [-23.8760, -12.4353, 28.6313], [-23.7971, -14.0769, 28.3363], [-25.1447, -10.9322, 27.0730], [-26.1771, -11.8095, 25.9912], [-24.3576, -11.5860, 25.7887], [-19.7506, -21.2468, 32.4203], [-19.9117, -20.5006, 31.2201], [-19.0941, -20.9829, 30.1876], [-17.5818, -20.8850, 30.5507], [-16.7235, -21.2758, 29.5616], [-16.5531, -22.6434, 29.3828], [-20.4386, -20.9259, 33.2023], [-18.7910, -20.9131, 32.8152], [-19.8133, -22.3238, 32.2648], [-19.3396, -20.1762, 29.4969], [-19.4428, -21.9584, 29.8484], [-17.3340, -21.5374, 31.3880], [-17.2682, -19.8859, 30.8534], [-15.9359, -23.0952, 30.1594], [-16.0380, -22.8610, 28.4472], [-17.5155, -23.1500, 29.4550], [-16.5433, -12.2746, 37.7292], [-17.0528, -13.0108, 36.6285], [-16.6269, -14.3556, 36.5970], [-17.3154, -15.1785, 35.4422], [-17.6746, -16.4700, 35.8721], [-18.6086, -17.1793, 34.9707], [-15.5683, -12.6700, 38.0142], [-17.1774, -12.5056, 38.5851], [-16.7138, -11.2375, 37.4403], [-16.9138, -14.7565, 37.5691], [-15.5544, -14.5437, 36.5466], [-16.7861, -15.1500, 34.4897], [-18.3185, -14.8195, 35.2120], [-18.8498, -18.1900, 35.2999], [-18.0933, -17.1503, 34.0106], [-19.5812, -16.6886, 34.9317]],
  "atomic_forces_ev_per_a": [[-1.87, -0.97, 1.24], [1.53, 0.31, -2.66], [-2.15, 1.22, 1.40], [1.98, -1.41, -1.89], [-0.33, 0.59, 0.76], [0.35, -0.93, -0.59], [-1.08, 0.18, -0.05], [-0.17, 0.05, -0.30], [1.22, 0.33, -0.33], [-0.10, 0.78, 0.72], [0.56, -0.96, 0.16], [0.67, -0.21, 0.59], [0.11, 0.14, -0.10], [-0.38, -0.64, 0.45], [-0.15, 0.95, 0.34], [-0.19, 0.57, 0.30], [0.61, -2.67, 0.61], [-1.72, 2.11, -0.06], [1.65, 1.45, 1.44], [-2.30, -1.40, -2.77], [0.19, 0.51, 1.92], [0.26, 0.11, 0.17], [-0.27, -0.56, -0.02], [-0.04, -0.11, -0.07], [0.12, 0.72, -0.28], [0.40, -0.19, -0.18], [-0.42, 0.33, -0.29], [0.22, -0.36, 0.30], [1.25, 0.04, -0.08], [0.02, -0.21, -0.36], [0.56, 0.39, 0.12], [-0.48, -0.18, -0.44], [-1.11, 0.02, -1.42], [-0.79, -0.73, 1.01], [-0.64, 1.46, -0.91], [0.16, -0.27, 0.82], [-1.08, 0.79, -0.77], [1.41, 0.35, 0.33], [0.17, -0.05, -0.07], [0.75, -0.03, 0.35], [0.09, 0.22, 0.35], [0.20, -0.09, -0.17], [0.43, 0.26, -0.04], [0.60, -0.12, -0.50], [-0.49, -0.23, 0.29], [0.53, 0.18, 0.22], [-0.18, -0.56, 0.27], [-0.05, -1.16, 0.31], [0.41, 0.60, 0.82], [1.48, 0.41, -0.64], [0.60, 0.65, 0.20], [-0.72, -0.10, -0.63], [0.02, 0.35, 0.18], [0.13, 0.02, 0.20], [-0.62, -0.08, -0.02], [0.15, -0.42, -0.26], [-0.64, -0.64, 0.32], [-0.13, -0.34, -0.24], [-0.62, 0.06, 0.13], [0.02, 0.12, -0.33], [0.11, 0.21, 0.35], [0.24, -0.40, 0.00], [-0.61, -0.12, -0.02], [0.11, -0.39, -0.12], [-1.64, -0.95, -1.00], [1.31, -0.03, 0.48], [-0.27, 3.03, 1.87], [-1.06, -1.81, -0.71], [0.59, 0.33, 0.18], [0.35, -1.18, 1.34], [0.22, -0.10, -0.28], [0.07, -0.13, 0.05], [0.55, -0.01, -0.01], [-0.08, -0.42, 0.32], [-0.17, -0.01, -0.91], [-0.03, 0.03, 0.14], [-0.10, -0.08, -0.45], [0.08, 0.22, 0.09], [0.13, 0.77, -0.30], [0.09, 0.47, -0.81], [0.40, 0.72, -0.03], [-0.22, -0.97, -0.13], [1.52, 1.24, 0.60], [-1.54, -1.33, 1.56], [0.01, -0.45, -0.07], [0.30, 1.89, -0.49], [-0.57, -0.68, -0.48], [-0.45, 0.29, -0.12], [0.09, -0.03, -0.21], [-0.07, -0.28, 0.21], [-0.12, 0.10, -0.38], [0.15, 0.95, -1.02], [0.47, -0.56, 0.15], [0.63, -0.30, -0.44], [-0.81, -0.28, 0.33], [0.18, -0.36, 0.45], [0.18, -0.33, -1.44], [-0.49, 0.43, 1.64], [-0.80, 1.10, 0.52], [1.36, -1.33, 0.44], [-0.35, -1.16, -0.20], [0.15, 1.49, -0.35], [-0.05, 0.13, 0.53], [-0.35, -0.42, -0.22], [-0.02, 0.19, -0.29], [-0.49, -0.15, 0.14], [0.51, 0.24, -0.08], [0.86, 0.80, -0.17], [-0.34, -0.46, -0.28], [-0.26, 0.00, 0.96], [0.30, -0.21, -0.34], [-0.19, -0.44, -0.87], [0.56, 1.11, 0.34], [-0.87, -0.67, 1.37], [0.42, 1.88, 0.02], [-0.58, -0.89, 1.10], [1.14, 0.66, -2.22], [-0.19, -0.75, 0.40], [-0.52, 0.01, -0.46], [0.29, -0.74, 0.33], [0.08, -0.08, -0.02], [0.48, -0.64, -1.10], [0.28, -0.17, -0.14], [-0.42, -0.03, 0.61], [-0.50, 0.24, -0.10], [0.23, 0.13, 0.43], [-0.34, 0.29, -0.13], [-0.09, -0.26, -0.42], [-1.25, -1.20, -0.22], [0.56, 0.01, -1.21], [-1.03, -1.30, 0.01], [-1.64, 0.77, 0.36], [-0.14, -2.30, 0.46], [1.32, 1.43, 0.58], [0.53, 0.85, -0.25], [-0.19, 0.18, 0.37], [0.83, 0.07, 0.38], [-0.32, -0.69, 0.03], [0.36, 0.73, -0.29], [0.57, -0.18, 0.09], [0.08, 1.50, -0.03], [0.72, 0.07, 0.27], [-0.49, -0.41, -0.34], [0.04, 0.47, -0.14]],
  "lumo_ev": 0.66,
  "spin_multiplicity": 1,
  "de_lowest_kcal_mol": 126.6,
  "smiles": "COCCOC.COCCOC.COCCOC.COCCOC.COCCOC.COCCOC.COCCOC.COCCOC.COCCOC",
  "homo_lumo_gap_ev": 9.50,
  "homo_ev": -8.83,
  "charge": 0
}

---

{
  "formula": "C29H29BiN5O",
  "method": "ωB97M-V with the def2-TZVPD basis set",
  "elements": ["Bi", "C", "C", "C", "C", "C", "C", "N", "C", "C", "C", "C", "C", "N", "C", "C", "C", "C", "C", "C", "N", "H", "H", "H", "H", "H", "H", "H", "H", "H", "H", "H", "H", "H", "H", "H", "C", "C", "C", "C", "N", "C", "C", "C", "C", "C", "C", "N", "H", "H", "H", "H", "H", "H", "H", "H", "C", "C", "O", "H", "H", "H", "H", "H", "H"],
  "coordinates": [[-0.3485, 0.2556, 0.8418], [-3.8704, 0.6702, 1.2008], [-3.5667, -0.5318, 0.3651], [-4.5902, -1.1613, -0.3406], [-4.3292, -2.3358, -1.0150], [-3.0664, -2.9134, -0.9174], [-2.0933, -2.2615, -0.1903], [-2.3300, -1.0537, 0.3795], [-0.7802, -2.8727, 0.1262], [-0.5194, -4.2136, -0.1056], [0.6811, -4.7481, 0.3342], [1.5840, -3.9361, 0.9974], [1.2772, -2.5959, 1.1827], [0.1112, -2.0881, 0.7459], [2.1909, -1.6638, 1.8962], [3.5006, -1.9948, 2.1754], [4.2665, -1.1055, 2.9295], [3.6769, 0.0429, 3.4109], [2.3470, 0.3214, 3.0906], [1.6652, 1.4957, 3.7242], [1.6411, -0.4951, 2.2973], [-4.5553, 0.3777, 1.9991], [-4.3618, 1.4483, 0.6189], [-2.9882, 1.0905, 1.6863], [-5.5815, -0.7287, -0.3344], [-5.1096, -2.8284, -1.5798], [-2.8700, -3.8615, -1.3939], [-1.2508, -4.8484, -0.5806], [0.8976, -5.7974, 0.1843], [2.5011, -4.3489, 1.3884], [3.9353, -2.9199, 1.8289], [5.2983, -1.3346, 3.1596], [4.2232, 0.7232, 4.0503], [1.6530, 1.3578, 4.8066], [0.6238, 1.5819, 3.4141], [2.1963, 2.4279, 3.5270], [-2.8768, 3.4479, -1.5737], [-2.6848, 3.0797, -2.8966], [-1.7880, 2.0604, -3.1930], [-1.1345, 1.4199, -2.1507], [-1.3778, 1.7347, -0.8725], [-2.2039, 2.7430, -0.5912], [-0.0195, 0.4554, -2.3660], [0.4406, 0.1288, -3.6338], [1.5844, -0.6378, -3.7804], [2.2677, -1.0539, -2.6456], [1.7427, -0.7348, -1.4141], [0.6139, -0.0199, -1.2686], [-3.5300, 4.2656, -1.3033], [-3.2020, 3.5971, -3.6936], [-1.5965, 1.8020, -4.2228], [-2.3121, 3.0018, 0.4539], [-0.0774, 0.4892, -4.5086], [1.9518, -0.8864, -4.7673], [3.1889, -1.6150, -2.7097], [2.2442, -1.0388, -0.5083], [2.7033, 2.8988, -0.1488], [1.3403, 3.5157, 0.0516], [0.5509, 2.7676, 1.0281], [3.2672, 3.4716, -0.8856], [2.6302, 1.8700, -0.5097], [3.2815, 2.9015, 0.7764], [0.7512, 3.5167, -0.8647], [1.4160, 4.5463, 0.3961], [0.7695, 3.1191, 1.8989]],
  "atomic_forces_ev_per_a": [[-0.17, 0.06, 0.23], [0.03, 0.06, 0.02], [-0.03, -0.11, -0.04], [0.05, -0.02, -0.01], [-0.04, 0.04, 0.02], [0.03, 0.05, 0.03], [-0.15, 0.14, -0.02], [-0.01, -0.12, -0.08], [-0.09, -0.16, -0.10], [0.03, 0.01, 0.03], [-0.04, 0.01, -0.02], [0.01, 0.08, 0.03], [0.01, 0.03, 0.02], [0.17, 0.06, -0.01], [0.01, -0.02, 0.04], [0.02, 0.09, 0.07], [-0.07, -0.01, -0.03], [-0.01, -0.04, -0.02], [0.04, -0.01, 0.04], [-0.08, 0.00, -0.04], [0.13, -0.07, -0.04], [-0.01, 0.01, 0.00], [-0.03, 0.00, 0.02], [0.01, -0.01, -0.01], [-0.01, 0.00, 0.00], [0.00, 0.00, -0.01], [0.00, -0.01, 0.00], [0.00, -0.01, -0.01], [0.00, 0.00, 0.00], [0.00, -0.02, 0.00], [0.01, -0.01, 0.00], [0.01, 0.00, 0.00], [0.00, 0.00, 0.01], [0.04, 0.02, 0.01], [0.00, 0.00, 0.00], [0.03, 0.00, 0.02], [0.01, -0.02, -0.04], [0.03, -0.02, 0.06], [-0.01, 0.01, 0.08], [0.08, -0.05, -0.13], [0.03, -0.13, -0.06], [-0.05, 0.04, 0.05], [-0.05, 0.02, 0.01], [-0.01, 0.00, 0.06], [0.03, -0.01, 0.05], [-0.03, 0.01, 0.00], [0.03, -0.02, -0.04], [-0.08, 0.15, -0.06], [0.00, 0.00, 0.00], [0.00, 0.00, 0.00], [0.00, 0.00, -0.01], [-0.02, 0.02, 0.00], [0.01, 0.00, -0.01], [-0.01, 0.00, -0.01], [0.00, 0.00, 0.00], [0.03, -0.01, 0.01], [0.05, 0.01, 0.02], [-0.07, 0.00, 0.02], [0.18, 0.03, -0.10], [-0.01, 0.00, -0.01], [-0.02, 0.00, -0.01], [-0.01, 0.01, 0.01], [0.02, -0.03, -0.02], [-0.01, 0.01, -0.02], [-0.01, -0.05, 0.02]],
  "lumo_ev": -9.40,
  "spin_multiplicity": 1,
  "de_lowest_kcal_mol": 5.6,
  "homo_lumo_gap_ev": 7.88,
  "homo_ev": -17.28,
  "charge": 3
}